# 1
Computed, not measured: a molecular structure, C21H26N6O8PSZn, with ωB97M-V/def2-TZVPD.

Charge: -1
HOMO level in eV: -5.4
Energy relative to the best compared isomer or geometry (same formula, charge and spin) in eV: 0.297

Cartesian coordinates (Å):
P1 1.94678 0.04236 -0.04672
C1 3.47206 0.56747 -0.89551
C2 2.33778 -1.72062 0.45226
H1 3.56130 -2.40647 -0.97382
H2 6.60944 1.70960 -2.86740
C3 -1.58798 -4.61889 4.21585
O1 0.96298 2.82013 -1.02944
H3 0.00197 -4.80416 2.13128
C4 -0.92121 -2.38029 3.59111
C5 4.94475 0.35710 -2.80243
O2 2.25307 4.49571 -0.30504
Zn1 -0.25572 1.55124 -0.17513
O3 0.52185 4.76637 1.87694
H4 -1.66843 -2.58239 1.13940
C6 0.64989 -3.13582 -1.69358
H5 3.16590 -0.80207 -2.52963
N1 -0.11129 -4.94422 1.13999
C7 -3.10354 -1.21540 0.34306
C8 -1.89844 -3.35700 3.72951
C9 4.25890 1.61869 -0.42953
C10 -0.27402 -4.90738 4.55648
N2 -3.49846 -3.40335 1.63101
N3 0.46492 -4.01722 0.38852
C11 5.38119 2.02435 -1.13745
H6 -1.16981 -1.39982 3.20446
C12 1.31274 3.73602 -0.17076
H7 2.67047 -3.45237 5.18935
O4 -3.76534 -1.59684 3.41855
H8 3.98324 2.16120 0.46084
H9 2.07054 1.81935 1.63979
C13 0.40754 3.82009 1.12349
O5 -1.90924 0.57163 -0.73528
H10 2.70998 -4.50615 3.78317
O6 -4.45949 -3.94519 3.81516
O7 -0.96953 -0.37566 1.02051
N4 0.00021 -3.97889 -0.77009
H11 -0.02427 -5.88833 4.94407
C14 2.16699 -4.28960 4.70560
C15 2.14450 0.73465 1.64408
H12 1.31013 0.36502 2.24173
C16 5.73579 1.38638 -2.31490
H13 3.09657 0.44681 2.09784
H14 0.06830 -3.02563 -2.60114
H15 -4.42188 -3.66960 1.31219
N5 2.65248 -2.67507 -0.61398
H16 -2.56766 -3.24878 -0.19522
H17 1.15851 -1.93848 3.79979
N6 1.80440 -2.60405 -1.72827
O8 -0.38820 2.80776 1.29493
H18 -3.69990 -1.18351 -0.56749
C17 3.81056 -0.04032 -2.10848
H19 5.96337 2.86052 -0.77229
H20 -0.97946 -5.33793 0.79489
H21 -3.70112 -0.79377 1.15485
C18 0.73269 -3.95586 4.40008
S1 -3.55311 -3.00139 3.22229
C19 -1.90454 -0.29300 0.20115
H22 2.24488 -5.16207 5.35366
C20 0.39063 -2.69280 3.92003
C21 -2.66270 -2.63615 0.70246
H23 -2.37364 -5.35432 4.32830
H24 5.19403 -0.12354 -3.74090
H25 3.21055 -1.70328 1.11098
H26 1.48112 -2.05934 1.03350

# 2
Computed, not measured: a molecular structure, C21H27Al2BBeClF10NO12P, with ωB97M-V/def2-TZVPD.

Charge: +1
HOMO level in eV: -9.2

Cartesian coordinates (Å):
F1 3.09135 7.93026 -2.34673
H1 4.85526 -1.31803 3.71643
O1 1.27744 3.34331 -3.24655
F2 1.54650 9.44929 1.80574
H2 -0.20229 7.73946 -2.31101
C1 4.21047 -0.83038 4.45529
H3 -5.66055 -9.34762 -3.72573
H4 0.64943 8.56384 -3.57532
H5 2.27303 -1.22496 -2.63595
C2 -5.03275 -7.49479 -1.07669
O2 -4.90301 -7.30744 3.39977
H6 -5.93745 -7.06139 -2.94939
C3 2.89121 1.64420 -2.17805
O3 -2.98703 -7.18035 1.78160
C4 0.45263 -1.71717 -0.96509
F3 1.74425 6.55091 -0.23767
C5 1.80494 6.10478 -1.51268
C6 1.85893 9.58607 0.48922
O4 -4.56965 -9.12770 1.70307
F4 -2.98883 0.02647 0.39200
O5 -2.96597 -8.88951 3.62061
H7 -1.14776 -2.01902 2.10006
H8 -5.88467 -9.97169 -2.08304
H9 0.92098 5.49277 -1.71044
C7 -1.56854 -1.88897 0.99794
H10 3.81208 0.97994 -2.48841
O6 0.93354 9.43116 -1.79048
Cl1 -2.73679 0.06802 -1.35824
O7 -3.89303 -8.23720 -1.19526
H11 2.74581 -0.23489 2.99303
H12 1.11881 2.63702 0.12881
H13 3.25382 2.59426 -1.56055
Al1 5.65201 -2.80061 5.64128
P1 -3.85631 -8.12614 2.62636
H14 1.75804 0.89131 4.88620
C8 2.78390 -0.77103 3.94919
O8 -0.64484 3.09593 -2.45191
H15 2.26100 10.59001 0.33271
F5 3.73293 -0.09096 0.16787
C9 -3.97732 -9.03990 -2.37184
F6 2.01617 6.68882 -3.77329
C10 0.91389 -1.98055 3.95142
N1 -0.01730 3.07902 -3.50024
H16 -2.60572 -1.35447 1.10342
O9 0.59182 -0.78905 4.54049
C11 1.76271 0.75921 -1.31774
H17 4.60103 0.17231 4.65335
Be1 4.48626 3.78965 -0.77907
H18 2.02119 -0.49678 5.97486
F7 -0.30649 10.29340 -0.16053
O10 2.26236 -2.07299 3.73863
F8 2.89140 5.28487 -1.57408
H19 -3.42751 -8.53977 -3.17604
O11 -5.21772 -6.65146 -0.21485
C12 -5.44923 -9.15431 -2.67068
C13 0.90048 1.49849 -0.12188
O12 0.10789 -2.84567 3.65783
H20 1.30282 1.23745 -3.77238
H21 4.28237 -1.42477 5.37265
C14 0.75505 8.22433 -2.53744
F9 2.85051 8.69420 0.23233
B1 2.06745 2.13498 -3.55473
C15 -0.23843 0.60766 0.67020
H22 -7.00890 -7.93617 -1.79882
F10 0.02975 8.15263 -0.14968
C16 0.63339 9.33875 -0.39905
C17 -0.42987 -0.96294 0.20829
C18 1.93311 7.23919 -2.52100
C19 -5.98962 -7.83546 -2.17873
H23 0.32159 -2.85936 -1.27315
H24 -3.52175 -10.01675 -2.18520
C20 1.59333 -0.81570 -1.77276
H25 -0.90094 1.10280 1.51124
Al2 -2.78297 -3.70286 1.49730
C21 1.81617 -0.19937 4.94033
H26 2.77028 2.22677 -4.49474
H27 -1.68615 -2.92534 0.45758

# 3
Computed, not measured: a molecular structure, C21H27AsBCeN6O6S5, with ωB97M-V/def2-TZVPD.

Charge: -2
HOMO level in eV: -1.3
Spin multiplicity: 2

Cartesian coordinates (Å):
S1 1.08783 -2.45010 -3.69995
H1 5.10690 -0.13018 1.94172
C1 -1.23170 -3.31953 2.46957
H2 -2.65113 4.26851 0.52557
C2 -0.73517 -2.07182 4.68431
C3 3.39842 -0.03502 0.51529
H3 -1.24075 -1.15429 4.98954
N1 -0.36622 1.21718 2.40287
N2 2.08066 0.00057 0.67945
N3 -0.45192 -1.77170 1.04256
H4 -2.94066 -1.99996 -4.54907
Ce1 -0.02368 0.07406 -1.12136
C4 3.15997 -0.10191 4.18635
C5 -0.66018 0.92404 -5.61407
H5 -1.66232 -3.33784 -0.90855
C6 -1.76125 -1.15447 -6.12497
C7 -0.76267 2.14510 3.28888
O1 -2.30742 0.87217 -1.62325
B1 0.46824 -0.04820 2.68752
H6 2.70500 -0.99665 4.61532
H7 -1.67806 -4.22655 2.84758
C8 -2.03640 -0.13682 -3.97464
C9 -2.31177 -1.17799 -4.86509
C10 -2.16372 3.37253 0.13300
O2 0.08228 2.20808 -1.79940
H8 -0.47556 -0.08729 -7.47795
N4 1.86336 -0.00437 2.03331
H9 -0.01281 1.73568 -5.90479
C11 -0.75395 -2.25727 3.20092
H10 4.21949 -0.10019 4.44789
O3 -1.62980 -1.37840 -1.78354
C12 4.10612 -0.04732 -0.80169
C13 -0.42205 2.10838 4.74413
H11 -1.45706 3.67210 -0.63450
H12 -0.78786 1.20489 5.23394
H13 5.17995 -0.11731 -0.60884
H14 0.27927 -2.02465 5.08500
C14 -1.29979 -3.87263 -0.03920
S2 2.43179 -1.08914 -4.47437
H15 2.68914 0.75740 4.66603
H16 -2.91187 2.76146 -0.36579
As1 -0.81312 2.53554 -3.23329
C15 -1.49666 3.08888 2.60405
S3 1.98646 0.62598 -3.40925
H17 0.65450 2.15349 4.91852
H18 -0.39321 -4.39304 -0.35169
H19 -2.04706 -4.60881 0.26954
O4 -3.95877 -0.82630 -2.34638
N5 -0.29026 -1.34123 2.32787
C16 -0.93160 -0.10035 -6.49495
S4 -2.60045 -0.38658 -2.33263
O5 0.36575 3.31060 -4.26609
H20 -0.87689 2.97073 5.23412
O6 -2.13466 3.49567 -3.14455
H21 3.79000 -0.88717 -1.42109
C17 -1.01001 -2.97684 1.12433
C18 -1.19584 0.92637 -4.32107
C19 -1.49914 2.66257 1.26746
C20 3.03530 -0.06264 2.69679
S5 1.48942 -2.48929 -1.68714
H22 -1.95141 -1.96977 -6.81285
H23 0.64849 -0.07255 3.87630
H24 1.17842 2.76819 -4.22127
H25 -1.24941 -2.91379 5.15083
H26 3.90827 0.84430 -1.39407
C21 4.04368 -0.08543 1.76125
H27 -1.96502 3.97363 3.00633
N6 -0.80943 1.52735 1.14926

# 4
Computed, not measured: a molecular structure, C21H27BMnN12, with ωB97M-V/def2-TZVPD.

HOMO level (alpha / beta) in eV: -6.0 / -7.1
Spin multiplicity: 6
Energy relative to the best compared isomer or geometry (same formula, charge and spin) in eV: 0.000

Cartesian coordinates (Å):
C1 -1.49089 -2.55220 0.72636
N1 -1.93764 -3.57797 1.42638
H1 -3.51024 -0.52856 -2.26529
N2 2.24699 1.99230 -0.89991
H2 -2.60269 -5.26631 3.08466
C2 2.07143 -1.05865 1.98697
H3 -0.50763 0.64724 2.55591
H4 -3.61958 1.80049 -3.46361
C3 -1.26497 -1.24653 2.55753
C4 3.38870 0.66849 2.26419
H5 -3.22635 1.90094 -0.44472
H6 -4.78260 0.08706 -1.20370
H7 1.34407 4.89614 1.33769
H8 -1.11624 2.31726 -1.67752
C5 -0.77411 4.25175 1.68056
C6 -2.01130 -3.35496 2.75092
H9 4.13566 1.39994 2.52221
H10 -0.95212 -0.01683 4.11579
N3 1.60336 0.95526 -1.47752
C7 2.82933 2.02320 -3.03070
C8 2.99106 2.64317 -1.81080
C9 -3.05115 1.40949 -1.41168
C10 -1.25606 2.95072 1.52695
H11 1.56793 0.22593 -3.43620
H12 -1.39310 0.90029 -2.65951
H13 -3.32523 3.25828 -2.51756
N4 -0.94580 -0.07837 3.11372
N5 -0.28265 2.12859 1.13984
C11 -1.17642 -2.93658 -3.43697
C12 -1.88421 -3.90665 -2.74605
H14 -2.43209 -4.27856 4.50892
C13 -1.37082 -2.73561 -0.73783
N6 -1.68329 -2.22437 3.36388
Mn1 -0.26162 0.20014 -0.26391
N7 0.83506 2.87813 1.04119
N8 1.60747 -0.09306 1.20354
H15 -4.82927 2.34848 -2.29180
H16 3.58383 3.49466 -1.52259
C14 -1.54236 1.30254 -1.64042
C15 -3.69913 0.02722 -1.33979
H17 -2.53169 -4.52608 -0.77963
N9 -2.46748 -4.36810 3.51034
C16 0.56603 4.15198 1.36298
H18 1.57633 -2.01740 2.01269
C17 -0.59875 -1.90280 -2.72129
N10 -0.68355 -1.80183 -1.39800
C18 1.95082 0.96982 -2.75772
H19 3.28110 2.28660 -3.97039
N11 -1.13667 -1.36353 1.21292
H20 -0.06500 -1.10763 -3.22297
N12 2.42036 0.96571 1.38167
H21 3.80482 -1.18786 3.38609
H22 -1.31704 5.13107 1.97815
B1 2.19771 2.27887 0.61830
H23 -3.28541 -0.55539 -0.51179
H24 -1.07777 -2.96887 -4.51281
H25 -2.25702 2.57266 1.66334
C19 -3.75397 2.25530 -2.47743
H26 -2.35760 -4.72441 -3.27294
C20 -1.98608 -3.80666 -1.37077
H27 3.06093 3.06843 0.88878
C21 3.20611 -0.63230 2.68644

The calculation returns the following max |F| values, one per record and in order: 0.006, 0.097, 0.075, 0.008 hartree/bohr.